Here is a molecular structure, C42H53BrN2P2Ti in a non-equilibrium geometry from OMol25. Energies are from the ωB97M-V functional and the def2-TZVPD basis.

XYZ file:
```
101
C42H53BrN2P2Ti | OMol25 | the ωB97M-V functional and the def2-TZVPD basis
Ti -0.378 -0.684 -0.152
C 0.127 2.663 4.602
C 0.918 2.447 3.313
C 2.211 3.264 3.303
P 0.025 2.618 1.660
C -0.447 4.428 1.484
C -0.753 5.270 2.724
C 0.622 5.115 0.627
C -1.579 1.828 2.086
C -2.787 2.470 2.320
C -3.924 1.762 2.694
C -5.223 2.473 2.965
C -3.830 0.385 2.846
C -2.646 -0.286 2.596
C -1.519 0.418 2.176
N -0.306 -0.218 1.809
C 0.391 -0.949 2.752
C 0.031 -1.046 4.105
C 0.798 -1.773 4.997
C 1.958 -2.428 4.600
C 2.787 -3.230 5.570
C 2.341 -2.305 3.270
C 1.594 -1.575 2.358
P 2.004 -1.287 0.617
C 2.985 0.299 0.783
C 4.341 0.104 1.455
C 3.100 1.053 -0.544
C 3.210 -2.639 0.214
C 3.909 -2.411 -1.124
C 2.439 -3.962 0.187
H 0.699 2.262 5.444
H -0.833 2.148 4.573
H -0.058 3.718 4.800
H 1.202 1.388 3.296
H 2.011 4.328 3.435
H 2.752 3.137 2.361
H 2.865 2.945 4.117
H -1.361 4.373 0.884
H 0.148 5.468 3.304
H -1.482 4.795 3.378
H -1.160 6.236 2.410
H 1.552 5.240 1.186
H 0.282 6.104 0.308
H 0.841 4.522 -0.263
H -2.861 3.544 2.202
H -5.183 3.506 2.620
H -5.446 2.483 4.034
H -6.050 1.971 2.460
H -4.707 -0.178 3.144
H -2.590 -1.362 2.705
H -0.856 -0.534 4.455
H 0.486 -1.829 6.034
H 2.414 -3.116 6.587
H 3.830 -2.907 5.551
H 2.767 -4.292 5.316
H 3.256 -2.794 2.952
H 2.346 0.894 1.441
H 5.034 -0.434 0.806
H 4.233 -0.446 2.392
H 4.788 1.074 1.687
H 3.791 0.558 -1.229
H 3.465 2.068 -0.373
H 2.128 1.117 -1.033
H 3.957 -2.664 1.009
H 3.180 -2.415 -1.936
H 4.624 -3.216 -1.307
H 4.456 -1.469 -1.147
H 1.689 -3.944 -0.605
H 1.920 -4.149 1.126
H 3.119 -4.795 -0.007
C -1.554 -0.626 -5.788
C -0.816 -0.802 -4.491
C 0.576 -0.738 -4.437
C 1.239 -0.800 -3.219
C 0.470 -0.922 -2.070
Br -1.079 -3.018 0.390
N -0.841 -1.033 -2.146
C -1.503 -0.973 -3.302
H -1.144 -1.270 -6.567
H -1.450 0.406 -6.129
H -2.615 -0.842 -5.676
H 1.144 -0.609 -5.352
H 2.316 -0.712 -3.180
H -2.584 -1.044 -3.271
C -5.959 0.648 -0.656
C -5.206 -0.499 -0.345
C -3.839 -0.455 -0.369
C -3.147 0.726 -0.732
C -1.722 0.791 -0.767
C -1.134 1.906 -1.319
C -1.894 3.023 -1.727
C -3.252 3.019 -1.587
C -3.915 1.866 -1.106
C -5.325 1.800 -1.031
H -7.040 0.609 -0.613
H -5.715 -1.417 -0.077
H -3.266 -1.342 -0.126
H -0.056 1.944 -1.456
H -1.389 3.883 -2.153
H -3.842 3.880 -1.882
H -5.899 2.683 -1.291
```

Output
HOMO in hartree: -0.257
Total energy in Eh: -5848.0176
Largest force on an atom in eV/Å: 2.3
Energy above the lowest of the compared OMol25 structures with the same formula, charge and spin in kJ/mol: 29.30
Gap between HOMO and LUMO in eV: 6.92

=====

Here is 5 unconnected molecules or ions with the total composition C42H53N9O3 in a non-equilibrium geometry from OMol25. Energies are from the ωB97M-V functional and the def2-TZVPD basis.

XYZ file:
```
107
C42H53N9O3 | OMol25 | the ωB97M-V functional and the def2-TZVPD basis
C 17.804 13.568 9.873
C 18.615 14.862 10.092
N 19.989 14.570 10.507
C 20.883 13.872 9.760
C 22.050 13.854 10.533
N 21.724 14.560 11.671
C 20.476 14.890 11.642
C 22.678 14.686 12.808
H 18.274 12.866 9.174
H 16.847 13.886 9.457
H 17.651 13.041 10.815
H 18.206 15.453 10.910
H 18.653 15.430 9.165
H 20.629 13.441 8.798
H 22.976 13.298 10.462
H 19.905 15.359 12.423
H 22.184 14.618 13.782
H 23.232 15.631 12.810
H 23.370 13.846 12.775
C 13.623 14.707 5.710
N 15.112 14.629 5.765
C 15.794 15.651 5.201
C 17.182 15.656 5.329
C 17.912 14.596 5.911
C 17.150 13.467 6.341
C 15.754 13.551 6.273
C 19.380 14.640 6.111
C 20.065 13.463 6.083
C 21.436 13.477 6.192
N 22.050 14.644 6.382
C 21.425 15.797 6.511
C 20.044 15.839 6.386
C 23.536 14.618 6.442
H 13.252 14.584 4.697
H 13.270 15.649 6.145
H 13.234 13.890 6.318
H 15.296 16.465 4.684
H 17.715 16.529 4.998
H 17.653 12.618 6.787
H 15.140 12.822 6.782
H 19.576 12.528 5.878
H 22.026 12.574 6.088
H 22.003 16.674 6.796
H 19.489 16.767 6.394
H 23.849 13.949 7.232
H 23.797 15.652 6.672
H 23.980 14.260 5.512
C 33.338 14.167 7.228
N 32.080 13.433 7.117
C 31.882 12.322 7.908
C 30.719 11.581 7.812
C 29.649 12.056 7.030
C 29.822 13.240 6.333
C 31.055 13.858 6.359
C 28.341 11.366 7.062
C 28.277 10.007 6.840
C 27.017 9.408 6.683
N 25.901 10.135 6.852
C 25.929 11.436 7.211
C 27.129 12.105 7.268
C 24.613 9.474 6.655
H 34.153 13.453 7.134
H 33.361 14.641 8.223
H 33.473 14.887 6.429
H 32.668 12.085 8.605
H 30.527 10.679 8.380
H 29.084 13.565 5.612
H 31.219 14.788 5.811
H 29.160 9.389 6.731
H 26.851 8.341 6.598
H 24.965 11.889 7.369
H 27.190 13.151 7.523
H 24.639 8.794 5.823
H 23.884 10.273 6.497
H 24.345 9.009 7.598
C 12.023 6.568 10.429
N 13.411 7.064 10.594
C 13.846 8.138 10.004
C 15.147 8.636 10.268
C 15.997 7.920 11.083
C 15.559 6.767 11.651
C 14.250 6.277 11.373
C 17.335 8.418 11.461
C 18.256 9.056 10.579
C 19.475 9.494 11.045
N 19.776 9.392 12.358
C 18.924 8.755 13.210
C 17.738 8.246 12.775
C 21.060 9.910 12.838
H 11.651 6.471 11.459
H 11.951 5.559 10.020
H 11.417 7.322 9.918
H 13.194 8.686 9.352
H 15.513 9.524 9.773
H 16.227 6.151 12.248
H 13.790 5.463 11.911
H 18.006 9.158 9.516
H 20.103 10.147 10.447
H 19.278 8.676 14.231
H 17.105 7.776 13.505
H 21.373 9.408 13.745
H 20.913 10.980 13.025
H 21.835 9.761 12.074
N 22.086 10.836 8.640
O 22.956 11.629 8.271
O 22.301 10.114 9.560
O 20.993 10.870 8.067
```

Output
HOMO in hartree: -0.770
Charge: +6
Total energy in Eh: -2348.3656
Largest force on an atom in eV/Å: 3.7
Gap between HOMO and LUMO in eV: 7.14

=====

Here is 9 unconnected molecules or ions with the total composition C42H54N6O12 in a non-equilibrium geometry from OMol25. Energies are from the ωB97M-V functional and the def2-TZVPD basis.

XYZ file:
```
114
C42H54N6O12 | OMol25 | the ωB97M-V functional and the def2-TZVPD basis
O 5.951 0.930 -2.209
C 5.034 1.611 -1.751
C 5.048 2.209 -0.413
C 4.002 3.021 -0.103
O 3.947 3.554 1.133
C 2.746 3.235 -1.024
O 1.903 4.015 -0.671
C 2.636 2.387 -2.167
C 3.736 1.776 -2.581
O 3.797 1.139 -3.776
H 5.848 2.063 0.404
H 3.170 4.128 1.235
H 1.786 2.540 -2.793
H 4.708 0.753 -3.734
O 0.166 -8.180 -0.278
C -0.150 -6.994 -0.197
C 0.684 -6.019 0.446
C 0.276 -4.708 0.423
O 1.067 -3.709 0.852
C -1.076 -4.365 -0.134
O -1.478 -3.253 0.036
C -1.843 -5.387 -0.844
C -1.438 -6.635 -0.895
O -2.050 -7.665 -1.483
H 1.590 -6.361 0.860
H 0.580 -2.868 0.770
H -2.748 -4.965 -1.239
H -1.468 -8.436 -1.375
O 0.424 -1.065 1.376
C -0.391 -0.180 1.152
C -1.869 -0.269 1.400
C -2.726 0.697 1.100
O -4.057 0.528 1.385
C -2.217 2.034 0.541
O -2.984 2.922 0.146
C -0.762 2.238 0.568
C 0.071 1.234 0.818
O 1.326 1.352 0.814
H -2.339 -1.258 1.710
H -4.515 1.412 1.230
H -0.302 3.205 0.245
H 1.840 0.541 0.573
C 3.652 0.349 5.703
C 4.098 0.936 4.398
C 3.068 1.136 3.258
C 1.846 1.777 3.699
N 0.999 2.490 4.002
H 3.400 -0.723 5.613
H 2.733 0.912 6.051
H 4.407 0.540 6.466
H 4.867 0.347 3.959
H 4.597 1.883 4.540
H 2.817 0.191 2.726
H 3.565 1.591 2.355
C -0.838 4.704 -2.371
C -1.708 5.157 -3.548
C -2.102 4.004 -4.514
C -2.919 3.052 -3.810
N -3.527 2.396 -3.078
H -1.149 3.697 -2.072
H -0.894 5.405 -1.565
H 0.212 4.684 -2.689
H -1.124 6.061 -3.974
H -2.644 5.650 -3.178
H -1.208 3.515 -4.946
H -2.740 4.384 -5.344
C -7.461 4.840 -1.744
C -6.050 4.571 -2.212
C -5.071 4.446 -1.034
C -5.663 3.560 -0.004
N -6.206 2.984 0.858
H -7.810 4.038 -1.124
H -8.086 4.922 -2.615
H -7.622 5.835 -1.239
H -5.666 5.375 -2.849
H -5.922 3.676 -2.821
H -4.914 5.346 -0.566
H -4.043 4.202 -1.309
C 4.604 -4.104 -1.104
C 3.758 -3.240 -2.105
C 4.124 -1.739 -1.925
C 3.823 -1.069 -0.634
N 3.627 -0.441 0.311
H 4.288 -5.124 -1.113
H 4.491 -3.739 -0.096
H 5.669 -4.086 -1.389
H 2.634 -3.311 -1.957
H 3.966 -3.577 -3.053
H 3.520 -1.202 -2.603
H 5.135 -1.504 -2.123
C -3.381 -2.689 -4.316
C -2.062 -1.911 -4.091
C -2.129 -1.007 -2.748
C -0.902 -0.299 -2.485
N 0.053 0.210 -2.136
H -4.221 -2.094 -4.654
H -3.685 -3.267 -3.414
H -3.123 -3.417 -5.053
H -1.839 -1.349 -5.026
H -1.234 -2.671 -4.076
H -2.215 -1.707 -1.953
H -3.057 -0.397 -2.884
C 0.774 -2.435 7.577
C -0.103 -1.905 6.320
C 0.451 -2.491 5.003
C 0.648 -3.963 4.917
N 0.653 -5.113 4.739
H 1.870 -2.302 7.498
H 0.585 -3.495 7.564
H 0.490 -2.167 8.590
H -0.054 -0.828 6.442
H -1.106 -2.248 6.451
H 1.449 -2.085 4.755
H -0.320 -2.377 4.206
```

Output
HOMO in hartree: -0.336
SMILES: O=C1C=C(O)C(=O)C=C1O.O=C1C=C(O)C(=O)C=C1O.O=C1C=C(O)C(=O)C=C1O.CCCC#N.CCCC#N.CCCC#N.CCCC#N.CCCC#N.CCCC#N
Total energy in Eh: -2864.0836
Largest force on an atom in eV/Å: 4.6
Energy above the lowest of the compared OMol25 structures with the same formula, charge and spin in kJ/mol: 175.93
Gap between HOMO and LUMO in eV: 7.68